C19H46O15P3Tl | the ωB97M-V functional and the def2-TZVPD basis

The spin multiplicity is 1. For the molecular weight, the calculation gives 811.867 g mol⁻¹. For the energy, the calculation gives -83709.26100 eV. As for the net charge: +2.

XYZ file:
```
84
Properties=species:S:1:pos:R:3:forces:R:3:lowdin_charge:R:1
Tl 0.296785 1.310148 -0.707099 -0.1 -0.5 0.3 1.282
O -3.317872 -1.824535 -1.340347 1.1 1.9 0.2 0.227
C -2.248276 -1.068145 -1.114006 -0.4 -0.9 -0.1 -0.717
O -2.281039 0.143229 -1.512329 0.9 0.2 0.5 0.121
O -1.209349 -1.423303 -0.558159 0.1 0.0 0.1 0.190
H -3.848886 -1.062428 -1.662352 -1.3 -1.0 -0.3 0.155
C -3.198215 -0.091015 -6.448270 -0.3 1.7 0.0 -0.043
C -2.335158 0.184961 -5.224215 -0.8 -1.7 -0.4 -0.273
O -1.016879 0.505294 -5.652124 0.8 0.5 0.3 -0.123
P -0.330383 1.805815 -5.052540 -0.5 -0.2 -1.7 0.399
O -0.164042 1.702481 -3.589788 -0.1 0.2 1.0 -0.324
O 0.957378 1.981060 -5.925945 0.1 -0.6 0.7 -0.131
C 1.657879 3.229780 -5.751886 0.0 1.7 -0.4 -0.263
C 2.888010 3.337520 -6.630342 0.2 -1.2 0.7 -0.051
O -1.241289 2.956071 -5.648895 -0.2 -0.1 0.8 -0.154
C -2.118847 3.788989 -4.889632 0.0 1.7 0.9 -0.261
C -2.197190 5.144977 -5.573345 -0.1 -0.2 -0.5 -0.057
H -4.195409 -0.412693 -6.149622 0.2 -0.5 0.0 0.088
H -3.389257 0.890392 -6.898223 0.1 -0.1 -0.3 0.085
H -2.720773 -0.704131 -7.205269 -0.1 -0.3 0.2 0.093
H -2.824300 0.912808 -4.573173 0.4 0.3 0.0 0.111
H -2.267536 -0.757489 -4.665990 0.2 0.2 0.2 0.124
H 0.989597 4.035756 -6.074220 -0.2 -0.2 -0.2 0.110
H 1.841182 3.499099 -4.707281 0.2 -0.7 0.1 0.120
H 2.637003 2.917949 -7.602982 0.1 0.7 -0.3 0.091
H 3.237658 4.365973 -6.595068 -0.2 0.1 -0.5 0.089
H 3.726210 2.729422 -6.281619 -0.1 -0.1 0.2 0.080
H -3.131136 3.395240 -4.782594 0.2 -0.5 -0.2 0.120
H -1.712230 3.965687 -3.889874 0.1 -0.4 0.0 0.113
H -1.206523 5.576868 -5.712112 0.0 -0.2 -0.2 0.079
H -2.689717 4.983626 -6.533001 0.2 0.3 -0.1 0.088
H -2.769811 5.897277 -5.032515 -0.2 -0.3 0.3 0.087
C -1.440080 0.775911 6.282213 0.5 -0.6 0.9 -0.064
C -0.813046 1.491944 5.114068 -1.1 -0.1 0.4 -0.186
O -1.741189 1.355806 3.975998 0.9 -0.4 -0.1 -0.155
P -1.448570 0.269500 2.896510 -2.6 0.4 0.2 0.404
O -0.340075 0.541286 1.957250 0.5 -0.1 -1.0 -0.269
O -2.855118 0.220451 2.157218 1.0 0.0 -0.4 -0.151
C -4.099580 0.778168 2.613795 -0.6 -0.2 -0.4 -0.218
C -5.126822 0.473809 1.542860 -0.5 0.9 -0.1 -0.054
O -1.403380 -1.126524 3.607129 0.5 0.6 -0.1 -0.111
C -1.218383 -2.391448 2.994144 0.4 -1.8 -0.5 -0.242
C -1.193544 -3.445789 4.098707 -0.3 0.3 -1.0 -0.030
H -1.446629 -0.315078 6.238121 0.4 0.0 -0.4 0.075
H -0.844736 1.049492 7.157781 -0.1 -0.1 0.1 0.093
H -2.480280 1.011669 6.504505 0.1 0.6 -0.3 0.091
H -0.767134 2.551422 5.352106 0.1 0.1 -0.4 0.129
H 0.172831 1.128040 4.825839 0.0 -0.1 0.1 0.110
H -4.385823 0.330014 3.568103 0.2 -0.1 0.0 0.138
H -4.008052 1.853321 2.773178 0.3 0.0 -0.1 0.130
H -5.529670 -0.535356 1.560542 0.1 -0.1 0.1 0.087
H -5.945523 1.187729 1.666407 -0.2 -0.3 0.2 0.092
H -4.774002 0.721398 0.539770 0.4 -0.2 0.1 0.071
H -1.981565 -2.710228 2.270061 -0.8 0.9 0.5 0.130
H -0.369007 -2.429109 2.293901 0.6 0.5 0.7 0.116
H -0.292966 -3.423910 4.702949 -0.1 0.0 0.2 0.069
H -2.107737 -3.289149 4.669001 0.2 -0.1 0.4 0.092
H -1.292305 -4.408342 3.595595 0.2 -0.1 0.2 0.092
C 6.006917 -1.722891 0.693865 -0.1 -0.2 -0.5 -0.059
C 4.916895 -0.654536 0.738798 1.5 -1.1 -0.3 -0.236
O 4.156965 -0.887879 1.941151 -0.7 0.5 -0.8 -0.168
P 2.573427 -1.022095 1.894587 1.6 -0.3 1.9 0.404
O 1.955071 -0.523930 0.657831 -0.7 0.5 -0.8 -0.318
O 2.334191 -2.553126 2.228817 -0.6 0.4 -0.4 -0.161
C 2.420142 -3.554591 1.223472 -0.1 -1.2 -1.9 -0.278
C 3.101267 -4.779459 1.777686 0.6 -0.3 0.5 -0.054
O 2.164116 -0.339071 3.249520 -0.6 0.6 -0.4 -0.184
C 2.942347 -0.489894 4.463789 0.3 -1.2 0.5 -0.202
C 2.440061 -1.701187 5.255118 0.3 -1.2 -0.5 -0.050
H 6.564987 -1.644936 -0.241406 0.2 0.3 0.1 0.087
H 6.679494 -1.622205 1.542690 0.1 0.0 0.0 0.086
H 5.627127 -2.746675 0.673892 -0.3 0.1 0.2 0.068
H 5.450101 0.294997 0.771430 -0.5 0.3 0.3 0.125
H 4.305249 -0.703430 -0.159501 -0.3 0.1 0.2 0.107
H 1.452989 -3.756848 0.745770 -0.4 -0.1 0.9 0.120
H 2.935939 -3.268969 0.295009 0.6 0.7 0.5 0.121
H 4.153956 -4.542666 1.951681 -0.1 0.1 0.3 0.079
H 2.666006 -5.127768 2.714806 -0.1 0.2 0.0 0.084
H 3.153137 -5.657112 1.133150 -0.5 0.3 -0.4 0.091
H 3.963993 -0.703075 4.162428 0.1 0.3 0.1 0.108
H 2.947878 0.415863 5.063485 -0.4 0.3 -0.4 0.123
H 3.075524 -2.558980 5.013086 0.2 0.1 0.2 0.080
H 2.438921 -1.636967 6.340114 -0.1 0.5 0.0 0.085
H 1.488095 -2.094277 4.895802 -0.3 0.7 0.2 0.052
```
Positions in Å, forces in eV/Å.

=====

C22H45N3 | the ωB97M-V functional and the def2-TZVPD basis

The SMILES is CCCC[C@H](CN[C@@H](CNC)[C@H](C)CC)NCC[C@]12CC[C@H](CC1)C2. The spin multiplicity is 1. For the molecular weight, the calculation gives 351.623 g mol⁻¹. For the energy, the calculation gives -28014.91538 eV.

XYZ file:
```
70
Properties=species:S:1:pos:R:3:forces:R:3:nbo_charge:R:1
C -1.364083 4.382421 1.287390 -0.2 0.0 -0.2 -0.607
C -2.261889 3.481652 0.446936 0.1 -0.1 0.2 -0.386
C -1.909902 1.999210 0.569082 0.0 0.2 -0.4 -0.399
C -0.544276 1.657379 -0.018027 -0.3 -0.3 0.4 -0.399
C -0.262975 0.152129 -0.022857 0.5 0.3 -0.2 -0.038
C 1.210616 -0.080876 -0.411343 -0.5 -0.1 0.1 -0.236
N 2.088929 0.526636 0.570605 0.0 -0.2 0.3 -0.641
C 3.501181 0.479942 0.217401 0.1 0.1 0.0 -0.034
C 3.765704 1.509606 -0.891107 0.2 -0.2 0.1 -0.241
N 3.500062 0.960999 -2.210594 0.2 -0.3 -0.1 -0.624
C 3.735465 1.920088 -3.268881 0.1 0.0 0.0 -0.408
C 4.334990 0.736195 1.488299 0.1 0.2 -0.2 -0.194
C 4.115541 2.156601 2.007781 -0.1 -0.3 0.0 -0.618
C 5.831094 0.448886 1.310894 -0.2 -0.2 0.1 -0.396
C 6.155357 -1.031536 1.141862 0.0 0.2 0.0 -0.604
N -1.219140 -0.517625 -0.883723 0.0 0.1 -0.1 -0.638
C -1.146692 -1.964715 -0.923897 0.0 -0.2 -0.4 -0.212
C -2.418204 -2.566961 -1.531028 0.1 0.0 0.4 -0.382
C -3.625337 -2.561565 -0.603890 0.3 0.0 -0.3 -0.030
C -3.467157 -3.412063 0.668806 0.1 0.0 -0.1 -0.409
C -4.919974 -3.680699 1.108259 -0.2 -0.1 0.1 -0.405
C -5.743733 -2.931516 0.056729 -0.4 -0.1 0.1 -0.217
C -5.564501 -1.427212 0.286480 -0.2 0.0 0.0 -0.412
C -4.113827 -1.172906 -0.168582 0.0 0.0 0.0 -0.402
C -4.909234 -3.155209 -1.201177 0.0 0.0 0.1 -0.402
H -0.334681 4.335739 0.942559 0.2 0.0 0.0 0.201
H -1.391451 4.077722 2.331398 0.0 0.0 0.1 0.199
H -1.697349 5.416223 1.223598 0.0 0.1 0.0 0.206
H -3.298271 3.621484 0.764286 0.0 0.0 -0.1 0.197
H -2.195575 3.782079 -0.601262 -0.1 0.0 -0.1 0.190
H -1.933597 1.709791 1.622094 0.0 -0.1 0.1 0.188
H -2.663106 1.411207 0.044006 -0.1 -0.1 0.1 0.216
H 0.251363 2.134347 0.552702 0.0 0.1 -0.1 0.224
H -0.490843 2.023547 -1.045912 0.1 0.1 -0.2 0.186
H -0.420806 -0.242320 0.990640 0.0 0.0 0.0 0.172
H 1.403565 -1.164214 -0.510956 0.0 0.1 -0.1 0.160
H 1.415598 0.384583 -1.377668 -0.1 -0.1 0.0 0.220
H 1.946346 0.064773 1.465304 0.1 0.0 -0.1 0.351
H 3.770661 -0.519038 -0.176568 0.0 0.1 0.0 0.162
H 4.799787 1.886401 -0.819143 -0.1 0.1 0.0 0.163
H 3.087326 2.353387 -0.744243 0.1 0.1 0.1 0.203
H 4.086375 0.143161 -2.357646 -0.1 0.1 0.0 0.349
H 3.551808 1.442219 -4.229761 0.0 0.1 -0.1 0.200
H 4.756676 2.333480 -3.268765 -0.1 0.0 0.0 0.161
H 3.035033 2.747576 -3.150893 0.0 0.1 -0.1 0.191
H 3.962330 0.039911 2.251301 0.0 0.0 0.0 0.189
H 3.052229 2.375468 2.041563 -0.1 0.1 0.0 0.224
H 4.528477 2.260838 3.008905 0.1 0.1 0.1 0.207
H 4.599744 2.884254 1.362189 0.1 0.1 -0.1 0.202
H 6.349866 0.817785 2.199012 0.0 0.1 0.0 0.203
H 6.220677 1.004071 0.455715 0.0 0.1 0.0 0.195
H 5.767786 -1.605402 1.981166 0.0 -0.1 0.1 0.201
H 5.723434 -1.429975 0.227101 0.0 -0.1 -0.1 0.198
H 7.232406 -1.177187 1.096755 0.1 -0.1 0.0 0.210
H -1.150273 -0.143329 -1.825167 0.0 0.0 0.0 0.352
H -0.283894 -2.330126 -1.507976 -0.1 0.0 0.2 0.167
H -1.025476 -2.323869 0.100664 0.1 0.0 0.0 0.188
H -2.207269 -3.601014 -1.816667 0.0 0.0 -0.1 0.201
H -2.664890 -2.014872 -2.441179 0.0 0.0 -0.1 0.198
H -2.903434 -2.884839 1.436730 0.1 0.0 0.0 0.204
H -2.944228 -4.343105 0.444609 0.1 0.0 0.0 0.203
H -5.122975 -3.317364 2.115300 0.0 0.0 0.1 0.203
H -5.147755 -4.747276 1.084777 0.0 0.0 0.0 0.204
H -6.785524 -3.247924 0.010473 0.0 0.0 0.0 0.211
H -5.726016 -1.157725 1.329910 -0.1 0.0 0.0 0.202
H -6.273031 -0.860115 -0.318508 0.0 0.0 0.0 0.204
H -3.491183 -0.764345 0.623076 0.1 0.1 0.0 0.214
H -4.076703 -0.482355 -1.010115 0.1 0.1 0.0 0.209
H -4.808656 -4.206478 -1.467131 0.0 -0.1 -0.1 0.202
H -5.272512 -2.596033 -2.061689 0.0 0.1 -0.1 0.204
```
Positions in Å, forces in eV/Å.